(one)
Here is the molecule C5H13N2P from OMol25. Energies are from ωB97M-V with the def2-TZVPD basis set.

Summary:
LUMO level ... 1.02 eV
HOMO energy ... -0.2823 Eh
Orbital gap ... 0.3198 Ha

Last column: Löwdin charge in e.
Element x y z (Å)
C1 -1.785 0.671 -0.391  -0.27
C2 -1.262 1.091 0.986  -0.22
C3 -0.605 0.541 -1.303  -0.08
C4 -0.151 0.116 1.364  -0.23
C5 0.811 0.014 0.208  -0.64
N1 0.578 -2.360 0.120  0.00
N2 1.417 -1.228 0.009  -0.16
P1 1.964 1.417 -0.019  0.86
H1 -2.307 -0.284 -0.306  0.11
H2 -2.495 1.417 -0.758  0.10
H3 -0.838 2.096 0.913  0.10
H4 -2.056 1.099 1.733  0.11
H5 -0.613 -0.259 -2.027  0.06
H6 -0.221 1.473 -1.696  0.04
H7 0.367 0.462 2.261  0.11
H8 -0.559 -0.876 1.560  0.10
H9 0.058 -2.547 -0.739  0.08
H10 1.150 -3.168 0.349  0.08
H11 2.034 -1.224 -0.808  0.10
H12 2.476 0.957 -1.238  -0.11
H13 3.048 0.861 0.675  -0.11

=====

(two)
Here is a cluster of 2 separate species, C5H13N2P in total from OMol25. Energies are from ωB97M-V with the def2-TZVPD basis set.

Summary:
LUMO level (alpha / beta) ... 0.41 / 0.27 eV
HOMO energy (alpha / beta) ... -0.2490 / -0.2985 Eh
Orbital gap (alpha / beta) ... 0.2639 / 0.3084 Ha

Last column: Löwdin charge in e.
Element x y z (Å)
C1 0.849 -0.762 -0.230  -0.58
C2 2.647 0.400 0.637  -0.07
C3 1.357 1.410 -1.214  -0.06
C4 -2.442 -0.663 -0.844  -0.18
C5 -1.818 0.146 1.347  -0.18
N1 1.580 0.296 -0.347  -0.27
N2 -1.648 0.229 -0.064  -0.11
P1 0.969 -2.347 0.148  0.75
H1 2.257 0.589 1.606  0.08
H2 3.198 -0.541 0.793  0.08
H3 3.405 1.027 0.296  0.07
H4 1.585 2.379 -0.850  0.08
H5 1.738 1.241 -2.181  0.08
H6 0.329 1.590 -1.391  0.06
H7 -3.460 -0.788 -0.477  0.08
H8 -2.476 -0.637 -1.918  0.07
H9 -2.060 -1.620 -0.591  0.01
H10 -1.151 1.010 1.691  0.09
H11 -2.876 0.326 1.546  0.08
H12 -1.408 -0.779 1.733  0.05
H13 -0.574 -2.509 0.309  -0.12

=====

Energies relative to the minimum, kcal/mol: (one) 0.0; (two) 77.0

=====

(one)
Here is a structure of composition C39H60AsBiF6N4OSbSi2 from OMol25. Energies are from ωB97M-V with the def2-TZVPD basis set.

Summary:
Multiplicity ... 2
Net charge ... +2
LUMO level (alpha / beta) ... -8.16 / -8.26 eV
Expectation value of S² ... 0.755
HOMO energy (alpha / beta) ... -0.4744 / -0.4744 Eh
Orbital gap (alpha / beta) ... 0.1745 / 0.1707 Ha

Last column: Löwdin charge in e.
Element x y z (Å)
Bi1 0.814 0.729 0.047  1.86
C1 -2.263 4.956 -2.437  -0.06
C2 -1.658 4.790 -1.108  -0.30
C3 -2.396 4.259 -0.016  -0.01
C4 -1.850 4.085 1.282  -0.26
C5 -2.582 3.350 2.407  -0.05
C6 -0.532 4.550 1.429  -0.04
C7 0.229 5.091 0.382  -0.26
C8 1.628 5.618 0.689  -0.03
C9 -0.347 5.173 -0.889  -0.03
H1 -2.147 5.988 -2.779  0.10
H2 -3.332 4.695 -2.388  0.09
H3 -1.792 4.316 -3.175  0.07
H4 -3.394 3.849 -0.219  0.11
H5 -3.269 4.017 2.947  0.09
H6 -1.821 2.998 3.110  0.07
H7 -3.158 2.511 2.019  0.06
H8 -0.069 4.573 2.413  0.12
H9 2.005 6.182 -0.189  0.09
H10 2.290 4.807 0.939  0.04
H11 1.588 6.272 1.571  0.09
H12 0.283 5.585 -1.713  0.13
C10 -4.833 -3.485 1.511  -0.04
C11 -4.761 -2.718 0.178  -0.55
C12 -4.426 -3.687 -0.950  -0.03
C13 -6.132 -2.073 -0.117  -0.02
C14 -3.704 -1.628 0.224  -0.12
C15 -3.445 -0.852 -0.893  0.03
C16 -2.356 0.014 -0.890  -0.11
N1 -1.574 0.233 0.178  -0.07
C17 -1.820 -0.484 1.296  -0.24
C18 -2.882 -1.422 1.324  0.08
C19 -1.102 -0.310 2.508  -0.22
C20 -1.557 -0.937 3.701  0.07
C21 -0.703 -1.109 4.774  -0.12
C22 0.548 -0.479 4.674  0.04
C23 0.919 0.229 3.548  -0.08
N2 0.106 0.339 2.482  -0.02
C24 -0.982 -2.066 5.915  -0.55
C25 -0.040 -1.882 7.106  -0.04
C26 -0.827 -3.480 5.341  -0.03
C27 -2.442 -1.903 6.412  -0.03
H13 -5.633 -4.203 1.492  0.09
H14 -5.026 -2.826 2.343  0.09
H15 -3.910 -3.996 1.726  0.08
H16 -5.201 -4.435 -1.014  0.10
H17 -3.452 -4.162 -0.829  0.09
H18 -4.403 -3.142 -1.903  0.09
H19 -6.891 -2.879 -0.031  0.11
H20 -6.158 -1.599 -1.113  0.09
H21 -6.364 -1.318 0.663  0.11
H22 -4.106 -0.814 -1.734  0.12
H23 -2.152 0.621 -1.781  0.11
H24 -2.991 -2.014 2.197  0.08
H25 -2.629 -1.241 3.769  0.14
H26 1.197 -0.388 5.548  0.13
H27 1.882 0.724 3.520  0.12
H28 0.993 -2.110 6.810  0.09
H29 -0.292 -2.510 7.948  0.10
H30 -0.083 -0.858 7.412  0.09
H31 0.135 -3.605 4.870  0.08
H32 -1.596 -3.700 4.535  0.10
H33 -0.890 -4.254 6.133  0.11
H34 -2.726 -0.868 6.456  0.08
H35 -2.642 -2.381 7.386  0.10
H36 -3.124 -2.342 5.651  0.08
N3 5.213 -5.500 -0.152  0.18
C28 4.089 -5.135 -0.797  -0.51
O1 3.886 -5.518 -1.931  0.10
C29 3.159 -4.204 -0.111  -0.07
C30 1.880 -3.981 -0.684  0.04
C31 1.165 -2.815 -0.348  -0.12
N4 1.709 -1.812 0.369  -0.05
C32 2.898 -2.060 1.014  -0.10
C33 3.593 -3.234 0.818  0.02
H37 5.774 -6.228 -0.586  0.13
H38 5.345 -5.418 0.862  0.12
H39 1.568 -4.705 -1.421  0.13
H40 0.162 -2.692 -0.790  0.11
H41 3.322 -1.339 1.719  0.11
H42 4.471 -3.390 1.420  0.12
C34 4.490 1.503 -3.502  -0.19
Si1 2.888 2.449 -4.043  0.29
C35 3.043 4.180 -3.281  -0.23
C36 2.804 2.664 -5.994  -0.20
As1 0.842 1.447 -3.311  0.74
Si2 0.490 -0.195 -5.004  0.27
C37 -0.658 0.567 -6.404  -0.20
C38 -0.493 -1.616 -4.125  -0.24
C39 2.033 -1.063 -5.669  -0.22
H43 5.347 2.133 -3.883  0.07
H44 4.576 0.501 -3.924  0.02
H45 4.539 1.537 -2.404  -0.01
H46 3.806 4.761 -3.864  0.06
H47 3.365 4.116 -2.229  0.01
H48 2.124 4.793 -3.402  0.02
H49 3.632 3.327 -6.378  0.06
H50 1.841 3.070 -6.303  0.02
H51 2.852 1.725 -6.502  -0.02
H52 -1.416 1.207 -5.910  0.02
H53 -1.123 -0.183 -7.054  0.03
H54 -0.044 1.215 -7.088  0.03
H55 -1.439 -1.221 -3.731  0.01
H56 0.085 -2.067 -3.309  0.00
H57 -0.749 -2.403 -4.803  0.02
H58 2.627 -0.411 -6.336  0.02
H59 1.693 -1.926 -6.287  0.05
H60 2.695 -1.475 -4.851  0.05
F1 3.324 0.820 0.154  -0.55
Sb1 4.658 1.909 1.091  1.45
F2 4.393 0.782 2.680  -0.38
F3 5.921 0.666 0.402  -0.34
F4 5.816 2.970 2.091  -0.31
F5 4.587 2.976 -0.522  -0.36
F6 3.064 2.879 1.613  -0.40

=====

(two)
Here is a structure of composition C39H60AsBiF6N4OSbSi2 from OMol25. Energies are from ωB97M-V with the def2-TZVPD basis set.

Summary:
Multiplicity ... 2
Net charge ... +2
LUMO level (alpha / beta) ... -7.21 / -8.26 eV
Expectation value of S² ... 0.756
HOMO energy (alpha / beta) ... -0.4652 / -0.4652 Eh
Orbital gap (alpha / beta) ... 0.2003 / 0.1618 Ha

Last column: Löwdin charge in e.
Element x y z (Å)
Bi1 13.692 11.975 12.111  1.84
C1 18.678 8.427 11.561  -0.04
C2 17.310 8.415 10.927  -0.28
C3 16.191 7.930 11.546  -0.02
C4 14.906 7.938 10.933  -0.27
C5 13.727 7.272 11.603  -0.06
C6 14.769 8.539 9.695  -0.04
C7 15.874 9.122 9.056  -0.30
C8 15.741 9.699 7.691  -0.07
C9 17.129 8.954 9.638  -0.01
H1 19.477 8.470 10.797  0.09
H2 18.850 7.524 12.124  0.08
H3 18.838 9.300 12.240  0.08
H4 16.266 7.480 12.557  0.13
H5 14.001 6.343 12.154  0.10
H6 12.974 6.955 10.852  0.08
H7 13.114 7.922 12.302  0.05
H8 13.731 8.608 9.270  0.13
H9 15.758 8.889 6.919  0.10
H10 16.635 10.337 7.458  0.09
H11 14.857 10.327 7.527  0.06
H12 17.950 9.433 9.127  0.11
C10 7.027 11.410 8.561  -0.05
C11 8.338 11.193 7.787  -0.55
C12 8.255 9.806 7.120  -0.02
C13 8.519 12.405 6.828  -0.04
C14 9.531 11.148 8.741  -0.12
C15 9.573 10.362 9.917  0.05
C16 10.655 10.447 10.791  -0.06
N1 11.793 11.144 10.514  0.02
C17 11.726 11.980 9.441  -0.25
C18 10.668 11.926 8.529  0.05
C19 12.780 12.948 9.237  -0.21
C20 12.574 14.058 8.419  0.08
C21 13.606 14.999 8.228  -0.11
C22 14.821 14.787 8.901  0.01
C23 14.956 13.728 9.764  -0.13
N2 13.974 12.793 9.920  -0.10
C24 13.498 16.282 7.433  -0.57
C25 14.484 16.186 6.238  -0.04
C26 12.086 16.387 6.802  -0.07
C27 13.803 17.509 8.297  -0.03
H13 6.198 11.677 7.875  0.10
H14 7.141 12.246 9.326  0.11
H15 6.766 10.524 9.143  0.08
H16 7.367 9.756 6.461  0.11
H17 8.215 9.027 7.913  0.10
H18 9.122 9.603 6.487  0.09
H19 7.591 12.578 6.290  0.09
H20 9.359 12.245 6.177  0.08
H21 8.723 13.302 7.441  0.09
H22 8.743 9.717 10.155  0.13
H23 10.638 9.807 11.670  0.10
H24 10.768 12.517 7.607  0.11
H25 11.581 14.181 7.966  0.11
H26 15.606 15.545 8.833  0.13
H27 15.902 13.562 10.273  0.10
H28 14.383 15.222 5.735  0.09
H29 15.578 16.242 6.525  0.10
H30 14.346 16.996 5.458  0.12
H31 11.855 15.560 6.074  0.10
H32 11.877 17.304 6.202  0.10
H33 11.298 16.342 7.631  0.10
H34 14.812 17.478 8.718  0.08
H35 13.100 17.530 9.155  0.10
H36 13.702 18.398 7.641  0.11
N3 8.418 16.188 14.895  0.18
C28 9.293 15.360 15.503  -0.48
O1 9.325 15.253 16.727  0.10
C29 10.192 14.595 14.603  -0.07
C30 11.312 14.046 15.216  0.07
C31 12.251 13.419 14.413  -0.14
N4 12.081 13.324 13.070  -0.14
C32 10.920 13.809 12.471  -0.05
C33 10.023 14.507 13.230  0.03
H37 7.714 16.611 15.513  0.15
H38 8.208 16.209 13.897  0.10
H39 11.439 14.162 16.262  0.13
H40 13.155 13.016 14.820  0.08
H41 10.790 13.603 11.415  0.11
H42 9.183 14.968 12.770  0.11
C34 14.921 16.139 15.814  -0.20
Si1 15.663 15.604 14.139  0.24
C35 14.481 16.268 12.776  -0.24
C36 17.359 16.555 13.925  -0.22
As1 16.163 13.412 13.526  0.76
Si2 16.702 12.442 15.610  0.24
C37 18.523 11.843 15.641  -0.22
C38 15.668 10.839 15.618  -0.24
C39 16.359 13.059 17.375  -0.20
H43 15.732 16.227 16.574  0.05
H44 14.182 15.418 16.182  0.01
H45 14.404 17.100 15.674  0.04
H46 14.267 17.355 12.954  0.06
H47 13.531 15.730 12.806  -0.01
H48 14.942 16.070 11.825  -0.01
H49 17.443 17.401 14.641  0.04
H50 17.441 17.008 12.903  0.04
H51 18.246 15.914 14.062  0.02
H52 18.854 11.463 14.670  0.02
H53 18.582 10.963 16.329  0.05
H54 19.229 12.589 16.058  0.04
H55 15.614 10.423 14.620  -0.01
H56 14.660 10.923 16.091  0.03
H57 16.224 10.136 16.270  0.05
H58 16.938 13.979 17.557  0.03
H59 16.679 12.217 18.065  0.08
H60 15.299 13.318 17.479  0.02
F1 12.910 10.052 13.484  -0.55
Sb1 11.564 9.384 14.829  1.46
F2 10.470 10.656 13.979  -0.36
F3 10.245 8.816 15.997  -0.31
F4 12.187 10.915 15.894  -0.37
F5 13.009 8.336 15.501  -0.33
F6 11.082 8.147 13.427  -0.35

=====

Energies relative to the minimum, kcal/mol: (one) 7.0; (two) 0.0

=====

(one)
Here is a cluster of 3 separate species, C4H17N2O2 in total from OMol25. Energies are from ωB97M-V with the def2-TZVPD basis set.

Summary:
Net charge ... +1
LUMO level ... -2.86 eV
HOMO energy ... -0.4726 Eh
Orbital gap ... 0.3675 Ha

Last column: Löwdin charge in e.
Element x y z (Å)
C1 0.571 0.691 -0.241  -0.07
N1 -0.756 1.031 0.495  -0.03
C2 -0.826 0.472 1.898  -0.02
C3 0.599 -0.752 -0.861  -0.19
N2 -0.826 -1.112 -1.067  -0.14
C4 -0.947 -2.291 -1.909  -0.13
H1 0.544 1.481 -1.140  0.17
H2 1.386 0.758 0.466  0.11
H3 -0.759 2.038 0.743  0.12
H4 0.173 0.733 2.484  0.14
H5 -1.591 1.103 2.413  0.11
H6 -0.932 -0.609 1.985  0.09
H7 1.047 -0.727 -1.796  0.10
H8 1.231 -1.305 -0.236  0.06
H9 -1.687 0.896 0.018  0.19
H10 -1.188 -1.493 -0.170  0.10
H11 -1.659 -1.854 -2.684  0.10
H12 -0.011 -2.759 -2.311  0.10
H13 -1.532 -3.083 -1.386  0.09
H14 -0.719 4.601 0.310  0.01
H15 -0.617 4.005 -1.184  0.10
O1 -0.446 3.900 -0.208  -0.03
H16 3.031 -1.540 2.213  0.09
H17 3.057 -2.508 0.934  -0.01
O2 2.859 -1.677 1.236  -0.04

=====

(two)
Here is a cluster of 3 separate species, C4H17N2O2 in total from OMol25. Energies are from ωB97M-V with the def2-TZVPD basis set.

Summary:
Net charge ... +1
LUMO level ... -2.95 eV
HOMO energy ... -0.4774 Eh
Orbital gap ... 0.3691 Ha

Last column: Löwdin charge in e.
Element x y z (Å)
C1 -1.203 -1.270 1.539  -0.07
C2 -0.719 -0.454 0.343  -0.43
C3 0.292 0.621 0.824  -0.17
C4 0.547 1.750 -0.131  -0.16
N1 1.495 1.293 -1.191  0.18
N2 -0.016 -1.167 -0.731  0.04
H1 -0.435 -1.746 2.142  0.06
H2 -1.800 -0.592 2.154  0.09
H3 -1.725 -2.154 1.141  0.09
H4 -1.586 0.094 -0.037  0.14
H5 -0.101 0.973 1.784  0.13
H6 1.198 0.008 0.915  0.12
H7 0.940 2.578 0.462  0.14
H8 -0.390 1.992 -0.656  0.09
H9 2.397 0.923 -0.882  0.17
H10 1.041 0.526 -1.710  0.14
H11 1.667 2.060 -1.839  0.17
H12 0.601 -1.906 -0.406  0.06
H13 -0.672 -1.573 -1.385  0.09
H14 -2.167 2.229 -2.622  0.05
H15 -1.888 3.576 -1.929  0.08
O1 -1.758 2.607 -1.839  -0.06
H16 1.257 -3.897 0.708  0.05
H17 1.889 -3.245 1.965  0.05
O2 1.135 -3.225 1.381  -0.04

=====

Energies relative to the minimum, kcal/mol: (one) 47.2; (two) 0.0